Here is 13 unconnected molecules or ions with the total composition C84H180F18N4O20P3S6 from the OMol25 dataset. Energies are from wB97M-V/def2-TZVPD.

Spin multiplicity: 1
Kohn-Sham gap: 7.02 eV
DFT total energy: -10242.88589 a.u.
LUMO: -1.4387 eV
Net charge: +1

Last column: Mulliken charge in e.
CARTESIAN COORDINATES (ANGSTROEM)
C 18.7402 23.3283 23.4438  0.971
C 18.9728 22.4593 24.6228  0.086
C 17.7442 22.0545 25.4555  0.133
O 18.1700 21.4386 26.6688  -0.400
C 17.2614 21.4334 27.6810  -0.283
N 19.6024 21.1597 24.1356  2.068
H 18.8164 20.6136 23.8129  -0.149
H 20.1307 21.4175 23.3143  -1.034
H 20.1160 20.7227 24.8875  0.893
H 17.9715 24.0775 23.6331  0.282
H 18.3417 22.7235 22.6292  -0.966
H 19.6464 23.7994 23.0631  -0.559
H 19.7212 22.9359 25.2559  0.699
H 17.0688 21.4464 24.8536  0.151
H 17.2493 22.9668 25.7886  -0.079
H 16.2873 21.0338 27.3991  0.206
H 17.1699 22.4902 27.9320  0.083
H 17.6588 20.8961 28.5421  0.223
C 17.4979 28.5418 27.0423  -1.549
C 17.5865 27.2143 27.8080  0.821
C 16.5467 26.9948 28.9592  -0.540
O 16.9552 25.7593 29.5620  -0.389
C 16.2515 25.3644 30.7742  -0.321
N 17.4017 26.0132 26.8536  2.514
H 17.0086 26.2621 25.9572  -0.041
H 18.3278 25.6746 26.6350  -0.111
H 16.8885 25.3174 27.3756  -0.424
H 18.2218 28.7572 26.2564  0.202
H 17.6720 29.4443 27.6282  0.476
H 16.4657 28.6373 26.7055  0.353
H 18.5902 27.0690 28.2077  0.242
H 15.5376 26.8718 28.5658  -0.043
H 16.5048 27.8225 29.6672  0.610
H 16.7506 24.4334 31.0430  0.333
H 15.3111 25.1500 30.2664  -0.299
H 16.1669 26.1646 31.5094  0.438
C 24.5972 15.4797 22.5308  -1.302
C 24.9451 16.3494 21.3276  -0.449
C 24.0271 17.5529 21.2931  0.041
C 24.5296 18.5563 20.1990  -0.986
N 23.5200 19.7578 19.8077  0.550
C 22.1065 19.2428 19.7319  -0.302
C 22.1394 18.4836 18.3760  -1.029
C 23.0842 19.2692 17.5041  -0.736
C 23.8897 20.1990 18.3672  -0.445
C 23.6873 20.9733 20.7366  -0.803
C 23.2069 20.6861 22.2348  -0.072
C 22.8505 22.0036 22.9533  -1.228
H 24.2288 15.9834 23.4246  0.296
H 25.4494 14.8761 22.8429  0.400
H 23.8067 14.7847 22.2477  0.317
H 24.8955 15.7284 20.4332  0.330
H 25.9182 16.7991 21.5251  0.368
H 24.0195 18.0080 22.2836  0.062
H 23.0193 17.1464 21.2084  0.200
H 24.6841 17.9503 19.3063  0.414
H 25.4975 19.0254 20.3759  0.543
H 21.4824 20.1356 19.6927  -0.134
H 21.7965 18.7551 20.6561  0.328
H 21.2277 18.3678 17.7899  0.567
H 22.5216 17.4841 18.5836  0.333
H 22.4808 19.9613 16.9166  0.429
H 23.7798 18.7127 16.8760  0.354
H 23.5029 21.2145 18.2824  0.120
H 24.9486 20.2559 18.1153  0.424
H 23.0970 21.7744 20.2918  0.245
H 24.7389 21.2543 20.7946  0.504
H 24.0435 20.3712 22.8584  0.538
H 22.3762 19.9928 22.3671  0.179
H 23.7517 22.6133 22.8886  0.797
H 22.5355 21.9050 23.9921  0.402
H 21.9297 22.4575 22.5868  -0.369
C 10.8042 26.6758 18.9123  -1.326
C 12.2228 26.8876 19.4272  -0.797
C 12.6815 26.3965 20.8023  0.319
C 12.6897 24.8142 20.7724  -1.369
N 13.4382 24.1909 21.9524  1.017
C 14.9844 24.3302 21.9435  0.797
C 15.5674 22.9695 21.7442  2.056
C 14.5662 22.0619 21.1318  -0.774
C 13.2512 22.6137 21.7647  -0.601
C 12.8704 24.6871 23.3454  -1.245
C 11.3578 24.5923 23.4638  -0.418
C 10.9194 24.9467 24.8371  -1.323
H 10.0968 26.9710 19.6873  0.310
H 10.6812 25.6271 18.6417  0.287
H 10.5537 27.2200 18.0017  0.407
H 12.5101 27.9337 19.3211  0.632
H 12.8714 26.4633 18.6608  0.067
H 12.1346 26.7002 21.6949  0.374
H 13.7010 26.7809 20.7724  -0.146
H 13.2935 24.3210 20.0106  0.864
H 11.6767 24.4152 20.7201  0.487
H 15.2920 24.8590 22.8457  -0.886
H 15.2374 25.0307 21.1477  -0.456
H 15.9685 22.5212 22.6532  -0.461
H 16.3881 22.9760 21.0269  -0.822
H 14.7436 21.0344 21.4494  0.191
H 14.6351 22.0800 20.0441  0.232
H 13.1618 22.1739 22.7580  -0.018
H 12.3282 22.4634 21.2047  0.603
H 13.1844 25.7252 23.4541  0.582
H 13.5256 24.1071 23.9953  0.703
H 11.0254 23.5988 23.1629  0.306
H 10.9154 25.3538 22.8215  0.252
H 10.9377 24.0876 25.5078  0.057
H 9.8550 25.1796 24.8100  0.491
H 11.4578 25.7896 25.2704  0.321
C 12.0010 20.6729 25.8179  -1.099
C 12.2772 19.5526 24.8142  -0.839
C 13.1865 18.4712 25.3587  -0.282
C 13.3357 17.3675 24.2788  -1.592
P 14.3052 15.8195 24.4830  1.314
C 15.6094 16.0816 25.6709  -1.115
C 15.2718 16.5042 27.1474  -0.239
C 16.4797 17.1142 27.8549  -0.219
C 16.3178 17.7454 29.1844  -1.420
C 13.1766 14.4856 25.1185  -1.060
C 13.6767 13.1333 25.6266  -0.515
C 12.6542 12.0379 25.5229  -0.809
C 12.4559 11.4354 24.1823  -1.241
C 14.9967 15.2126 22.9019  0.008
C 15.5160 13.7441 22.8794  -0.403
C 16.3058 13.3555 21.6193  -0.155
C 16.7486 11.9199 21.5081  -1.417
H 11.4026 20.3374 26.6648  0.512
H 11.3312 21.3508 25.2888  0.333
H 12.9124 21.2056 26.0893  0.109
H 12.6855 19.9929 23.9046  0.212
H 11.2856 19.2593 24.4695  0.485
H 12.6231 18.1863 26.2472  0.352
H 14.1265 18.9537 25.6267  0.432
H 13.6994 17.7189 23.3132  0.577
H 12.3469 17.0261 23.9725  0.732
H 16.3313 16.7449 25.1944  0.319
H 16.1574 15.1394 25.6776  0.784
H 14.9654 15.5890 27.6540  0.306
H 14.4583 17.2139 27.2983  0.188
H 16.9757 17.9222 27.3170  0.038
H 17.2534 16.3638 28.0178  0.289
H 15.6055 18.5701 29.1641  0.055
H 17.2008 18.2554 29.5694  0.489
H 15.8936 17.0384 29.8974  0.434
H 12.3559 14.3949 24.4070  0.542
H 12.7018 14.8607 26.0251  0.597
H 13.8427 13.1944 26.7021  0.258
H 14.6472 12.9304 25.1736  0.557
H 11.6935 12.2804 25.9772  0.343
H 12.9986 11.2589 26.2030  0.420
H 12.0096 12.0770 23.4225  0.294
H 11.7811 10.5798 24.2077  0.434
H 13.3546 10.9421 23.8123  0.260
H 15.8264 15.8599 22.6177  -0.677
H 14.2884 15.3597 22.0865  0.743
H 14.8064 12.9398 23.0740  0.023
H 16.2310 13.5907 23.6876  0.260
H 17.2223 13.9361 21.7235  0.080
H 15.6987 13.6469 20.7621  0.383
H 17.0228 11.6063 20.5009  0.398
H 15.8639 11.3002 21.6547  0.290
H 17.4828 11.5400 22.2185  0.354
C 13.6212 24.5584 38.1170  -1.120
C 12.7292 25.5615 37.2891  -0.794
C 12.0656 25.0022 36.0763  -0.318
C 13.0778 24.3806 35.0514  -1.161
P 12.3947 23.2562 33.7591  0.064
C 13.7158 22.7884 32.5777  -0.072
C 13.2511 21.9615 31.4025  -0.589
C 14.3676 21.8466 30.3739  0.733
C 15.3476 20.7546 30.8254  -0.945
C 11.6528 21.8420 34.6055  -1.068
C 12.5717 21.0686 35.6201  -0.655
C 13.7376 20.1890 34.9203  0.224
C 14.0351 18.8901 35.6035  -1.584
C 11.0797 24.1167 32.8046  -1.081
C 11.5140 25.4680 32.2174  -0.099
C 10.6586 25.9913 31.0102  -0.126
C 9.1454 26.0676 31.3494  -1.553
H 14.4335 24.0783 37.5713  0.280
H 12.9498 23.8569 38.6122  0.298
H 14.0803 25.1225 38.9288  0.393
H 13.1910 26.5308 37.1012  0.403
H 11.8607 25.7037 37.9322  0.342
H 11.6529 25.9098 35.6358  0.155
H 11.2788 24.2864 36.3145  0.464
H 13.8250 23.7413 35.5217  0.618
H 13.7095 25.1610 34.6273  0.714
H 14.4787 22.2047 33.0930  0.690
H 14.1288 23.7601 32.3069  -0.266
H 12.4025 22.3626 30.8485  0.218
H 12.8916 20.9712 31.6822  0.392
H 14.8664 22.8018 30.2099  -0.569
H 14.0720 21.6144 29.3508  0.368
H 16.1303 20.6581 30.0730  -0.235
H 14.7783 19.8271 30.8873  0.419
H 15.8854 20.9321 31.7567  0.270
H 11.2268 21.0634 33.9727  0.590
H 10.7840 22.2592 35.1147  0.722
H 11.9172 20.5482 36.3193  0.490
H 13.0090 21.8029 36.2966  0.213
H 14.6594 20.7704 34.9385  0.313
H 13.4710 19.8590 33.9163  0.002
H 13.1823 18.2538 35.8401  0.362
H 14.5569 19.1101 36.5349  0.368
H 14.6481 18.3982 34.8482  0.408
H 10.3576 24.3216 33.5950  0.671
H 10.6657 23.4476 32.0503  0.605
H 12.5142 25.3493 31.8008  -0.190
H 11.4753 26.2569 32.9686  0.371
H 10.8036 25.4834 30.0568  -0.165
H 10.8509 27.0562 30.8788  0.480
H 8.6394 25.1045 31.2829  0.346
H 8.6726 26.6833 30.5843  0.441
H 8.8930 26.4421 32.3415  0.338
C 22.2724 25.4271 21.9932  -0.684
C 22.2290 26.9273 21.5337  -1.077
C 21.9183 27.1573 20.0055  -0.578
C 20.5207 26.9213 19.5458  0.470
P 20.3795 26.9568 17.6706  0.562
C 21.3410 25.5418 16.9271  -0.414
C 21.7016 25.7479 15.4510  -0.326
C 22.5762 24.5763 14.8853  -0.263
C 22.7956 24.4683 13.4978  -1.498
C 18.5830 27.0127 17.2879  -1.407
C 17.8298 25.7662 17.9124  1.479
C 16.5994 25.4335 17.1367  -1.142
C 15.7902 24.3191 17.7660  -0.731
C 20.9427 28.6264 17.1326  -1.334
C 22.4045 28.8649 16.9445  -0.427
C 22.7487 30.3760 17.2018  -0.788
C 23.0248 30.7689 18.6624  -1.214
H 22.7557 25.3324 22.9656  0.537
H 22.6837 24.8238 21.1839  0.421
H 21.3291 24.8816 21.9640  -0.158
H 23.2094 27.3664 21.7182  0.453
H 21.4528 27.3810 22.1501  0.158
H 22.6207 26.5775 19.4067  0.339
H 22.3223 28.1306 19.7271  -0.228
H 19.9245 27.7508 19.9259  0.433
H 20.1579 26.0521 20.0944  -0.243
H 20.8013 24.6293 17.1804  0.397
H 22.2590 25.5899 17.5129  0.527
H 22.1933 26.7131 15.3298  -0.021
H 20.7974 25.7897 14.8437  0.333
H 22.0388 23.6741 15.1775  0.185
H 23.5315 24.5327 15.4084  0.425
H 23.6766 23.8850 13.2302  0.370
H 22.9755 25.4539 13.0685  0.320
H 21.8870 24.1674 12.9763  0.357
H 18.4154 27.0120 16.2108  0.627
H 18.2019 27.9571 17.6766  0.576
H 17.5222 26.1102 18.8999  -0.461
H 18.4500 24.8779 18.0328  -0.341
H 16.7860 25.3735 16.0645  0.482
H 15.8858 26.2570 17.1094  0.333
H 15.6104 24.5711 18.8111  -0.160
H 16.2767 23.3493 17.6624  0.225
H 14.8310 24.2034 17.2613  0.561
H 20.3944 29.3428 17.7444  0.644
H 20.4822 28.7611 16.1538  0.594
H 22.6493 28.5907 15.9184  0.397
H 23.0186 28.2391 17.5921  0.420
H 21.9606 31.0162 16.8053  0.323
H 23.6546 30.6055 16.6406  0.411
H 23.5071 31.7394 18.7791  0.419
H 23.7648 30.1630 19.1852  0.308
H 22.0746 30.7542 19.1962  0.285
C 21.1221 27.2674 25.6783  0.655
F 22.3793 27.6957 25.3216  -0.270
F 20.6714 28.0868 26.6030  -0.243
F 20.3056 27.3437 24.6612  -0.186
S 21.2048 25.3579 26.2254  0.943
O 19.8402 24.8811 26.5195  -0.970
O 21.8030 24.5815 25.1221  -0.492
O 22.0789 25.3517 27.4351  -0.780
C 18.4403 17.7321 21.9887  0.423
F 18.0365 16.5134 21.7730  -0.160
F 19.2498 17.6898 23.0370  -0.188
F 19.0760 18.2103 20.8972  -0.165
S 16.8981 18.8515 22.2692  0.386
O 17.4116 20.1184 22.8245  -1.486
O 16.2411 19.0048 20.9603  -0.706
O 15.9694 18.2163 23.1649  0.039
C 17.6529 27.2704 21.8822  0.060
F 17.6496 28.0878 20.8872  -0.298
F 17.3962 26.0362 21.4627  0.092
F 18.8783 27.2487 22.3551  -0.037
S 16.4669 27.7469 23.2557  0.783
O 16.8511 29.1525 23.4699  -0.816
O 15.1931 27.4378 22.6387  -0.625
O 16.8599 26.8559 24.3054  -0.889
C 18.7825 21.3844 18.7745  0.079
F 18.6420 22.0211 17.5741  -0.228
F 17.5848 21.1190 19.2390  -0.031
F 19.3581 20.2440 18.5301  -0.185
S 19.7914 22.4290 20.0584  0.657
O 21.0858 22.6956 19.4407  -0.728
O 19.1145 23.7071 20.2086  -0.665
O 19.8781 21.5572 21.1903  0.200
C 12.8683 25.1130 28.5632  -0.061
F 11.7402 25.3968 27.8618  -0.159
F 13.1906 26.0981 29.3894  -0.198
F 12.6407 24.0093 29.3595  -0.113
S 14.1946 24.6421 27.2419  0.407
O 14.3335 25.9075 26.4866  -0.583
O 15.3923 24.1681 27.9392  -0.790
O 13.5443 23.5897 26.4246  0.240
C 23.4794 18.7947 26.3166  0.494
F 23.7162 19.5872 25.2838  -0.216
F 22.9386 17.6862 25.8593  -0.214
F 24.5754 18.5417 27.0107  -0.224
S 22.0783 19.6479 27.3787  1.057
O 20.9824 19.9099 26.4270  -0.734
O 21.6002 18.7292 28.4834  -0.721
O 22.7312 20.8066 27.9174  -0.714

Atomic forces in eV per Å
-1.1 0.0 -1.1
0.6 -0.7 1.4
0.7 1.1 1.0
1.7 -1.4 -2.5
-0.5 1.1 0.8
-0.7 1.6 0.1
-0.3 -0.9 -0.4
0.6 -0.4 -0.3
0.7 -0.6 0.7
0.2 0.3 0.2
-0.1 0.0 -0.1
0.0 0.1 0.3
-0.2 -0.2 0.3
-0.2 -0.3 0.1
-0.4 0.4 -0.5
-0.3 -0.2 -0.1
-0.8 0.1 0.7
0.2 -0.1 -0.2
-0.7 0.4 0.4
-0.2 -0.1 -0.2
0.7 -0.7 -0.4
1.0 1.1 1.0
0.0 0.1 -3.2
0.4 1.7 1.3
-0.9 0.4 -0.5
1.1 -0.8 0.0
-0.4 -0.7 -0.1
-0.2 -1.0 -0.4
-0.1 -0.3 0.9
0.1 0.1 -0.6
-0.1 0.0 0.2
-0.1 0.1 -0.3
0.4 0.1 0.1
-0.1 0.3 0.6
-0.8 -0.4 1.2
0.3 -0.2 0.2
-0.2 -0.9 0.0
0.3 0.6 1.4
0.1 0.8 -0.2
-1.8 0.0 -0.1
2.6 -0.5 0.6
-0.2 1.0 -1.1
0.0 -0.8 0.8
0.4 1.0 -0.9
-0.9 0.4 1.3
-1.1 -1.2 1.7
0.3 1.0 0.1
-0.6 -0.2 -0.3
0.2 0.4 -0.2
0.0 0.0 -0.1
-0.1 -0.1 0.0
0.3 0.3 -0.2
0.5 -0.5 -0.5
0.2 0.2 0.0
-0.2 0.5 -0.7
-0.3 0.3 -0.3
-0.2 0.1 0.5
0.0 0.1 -0.2
0.4 -0.4 -0.4
-0.4 0.0 0.8
0.0 -0.1 -0.2
0.0 -0.4 -0.6
-0.5 -0.3 -0.1
0.0 0.0 0.1
0.1 -0.4 0.8
-0.1 -0.1 0.0
0.0 -0.1 -0.4
0.1 -0.8 -0.4
0.1 -0.2 -0.5
-0.5 0.6 0.2
0.8 -0.6 0.3
0.4 0.5 -0.9
-0.1 -0.3 0.6
-0.1 0.9 -1.1
0.5 -2.1 -1.5
1.6 0.8 0.8
-1.1 -1.3 1.0
-0.9 1.3 -0.3
1.8 -0.5 -0.1
-1.8 0.1 0.4
0.4 0.6 -0.1
1.2 -0.5 -1.5
1.1 -0.1 -0.7
-1.2 -0.4 1.3
-0.3 -0.2 -0.1
-0.3 -0.1 0.3
0.3 0.3 0.1
-0.3 0.3 0.4
0.4 -0.5 0.1
0.0 0.5 -0.4
0.1 -0.2 1.0
-0.4 0.8 -1.0
0.1 0.0 0.3
-0.1 -0.2 0.1
-0.2 -0.1 -0.1
-0.1 0.2 0.2
0.4 0.5 0.3
-0.1 0.0 -0.1
-0.5 0.1 0.0
-0.1 0.2 0.1
0.1 -0.1 0.1
0.2 0.0 -0.2
-0.8 -0.1 0.7
-0.3 0.0 0.0
0.0 -0.3 -0.5
0.6 0.1 0.2
-0.1 0.4 0.0
0.1 -0.1 0.0
-0.1 0.0 -0.8
-0.3 1.1 -0.5
-0.6 -0.1 -0.8
-0.3 -0.8 -0.4
-0.7 -0.4 0.6
0.6 0.1 0.5
0.2 0.0 -0.1
1.7 -0.1 -0.5
-1.7 0.6 1.3
-0.4 0.9 0.6
0.7 0.6 0.2
0.0 -0.9 0.6
-0.4 -1.2 -1.1
0.4 -0.7 -0.4
0.5 -0.8 0.6
0.5 1.1 0.5
-1.3 -1.3 -0.1
0.4 -0.2 0.3
0.1 0.5 0.1
-0.2 0.1 0.3
0.5 0.1 0.0
0.0 -1.0 0.1
0.6 -0.8 0.2
0.1 -0.3 0.1
0.5 0.7 0.3
-0.4 -0.2 0.3
-0.2 0.5 0.0
0.0 -0.3 0.3
0.0 0.0 0.2
-0.2 -0.1 -0.7
-0.2 -0.3 -1.0
0.1 -0.3 -0.5
-0.4 0.0 -0.3
0.3 -0.6 -0.1
0.3 0.0 0.4
0.1 -0.1 -0.3
-0.2 0.8 -0.2
0.4 0.5 0.0
-0.2 -0.7 0.0
-0.1 0.7 -0.1
0.2 -0.3 -0.1
0.3 0.3 0.0
-0.4 0.0 0.4
0.3 0.5 -0.2
0.0 0.2 0.3
-0.4 0.0 0.2
-0.7 0.5 -0.2
0.1 0.3 0.4
-0.1 0.5 -0.8
0.4 0.1 -0.3
0.5 0.5 0.0
-0.2 -0.3 0.3
0.1 0.5 0.0
-0.6 1.4 -0.2
0.3 -1.4 1.9
0.9 -0.2 -1.8
-0.3 -0.3 0.0
0.2 0.4 -0.8
-0.6 0.0 1.0
-0.9 0.2 -1.6
1.2 -0.5 0.3
0.2 0.4 -0.7
0.3 -0.8 0.8
0.8 0.5 -0.8
-2.1 0.9 1.0
0.4 -0.1 0.4
0.3 0.3 0.8
0.0 0.0 -1.7
-1.4 0.4 1.6
-0.1 -0.8 -0.6
-0.2 -0.1 -0.1
0.2 -0.4 -0.3
0.1 0.0 0.0
0.2 -0.2 0.0
0.2 0.7 0.3
-0.6 -0.4 -0.5
0.0 0.1 0.1
-0.1 -0.2 0.4
-0.3 0.1 -0.5
0.1 0.3 0.3
0.2 -0.1 -0.4
-0.2 0.5 0.5
0.3 -0.2 0.4
0.1 0.1 0.4
-0.7 -0.3 0.2
0.0 -0.2 0.0
0.3 -0.2 0.1
-0.3 0.1 0.2
0.1 0.4 -0.7
0.0 0.1 0.3
0.0 -0.7 -0.5
0.4 0.1 -0.1
-0.1 0.1 -0.4
-0.2 0.9 -0.3
-0.2 0.2 -0.2
0.3 -0.5 0.0
0.4 -0.6 0.7
-0.6 -0.2 -0.2
0.0 -0.1 0.1
0.3 0.3 0.3
0.3 -0.2 0.2
0.1 -0.1 0.4
0.9 -0.1 -0.2
0.1 -0.2 0.0
-0.1 0.1 0.2
0.3 0.3 0.0
-0.2 0.4 -1.5
-0.8 -1.3 -0.6
2.3 0.1 0.6
-0.3 0.4 -0.3
-0.7 0.2 1.3
-0.2 1.4 0.2
0.1 -0.7 -0.6
-0.9 -0.1 4.5
0.2 1.3 -4.0
0.3 -1.7 0.2
0.4 1.6 0.1
-1.3 0.7 -0.5
0.1 -0.6 -0.7
-1.1 -1.1 -0.5
0.9 1.3 0.5
1.1 -0.5 0.0
-0.2 -0.2 0.0
-0.1 -0.3 -0.2
1.3 0.0 0.1
-0.7 0.7 0.8
-0.2 0.1 0.2
0.2 0.6 -0.1
0.1 -0.9 0.2
-0.6 0.6 0.3
-0.4 0.1 -0.3
-0.4 -0.5 -0.8
0.1 -0.1 -0.1
0.1 -0.3 0.2
0.2 -0.1 -0.1
-0.2 0.0 -0.1
0.0 -0.2 0.5
0.0 0.2 0.4
-0.4 -0.3 0.0
0.3 0.3 -0.2
0.2 -0.5 -0.2
0.3 0.1 -0.2
0.0 0.0 0.1
0.2 -0.4 0.2
0.2 0.1 0.0
0.3 -0.9 -0.1
0.2 0.7 0.4
0.0 -0.2 0.1
0.2 0.0 0.4
-0.1 0.1 0.0
0.3 0.0 0.5
-0.3 -0.1 -0.2
0.2 0.2 0.1
0.1 0.1 0.1
-0.1 -0.1 -0.1
0.0 0.0 -0.2
-0.6 0.4 -0.4
-0.3 -0.7 -0.2
0.2 0.1 0.4
1.6 -2.0 0.3
-1.3 -0.5 0.2
-0.1 0.2 0.9
-0.4 0.2 -1.2
3.1 -1.9 2.3
0.0 1.3 -0.5
-0.9 1.6 0.3
-1.9 1.0 -2.3
-1.1 2.1 0.0
-0.4 -1.5 -0.6
0.4 0.5 0.0
0.1 -0.4 0.7
-1.3 2.6 -1.7
0.2 -1.3 -0.6
1.7 -0.4 0.8
0.2 -1.6 1.4
-0.8 -0.6 2.9
-0.5 1.5 -2.3
-0.4 -0.9 -0.8
1.5 0.0 0.6
1.3 2.3 -1.5
-1.1 -1.7 -0.2
-0.4 0.3 0.2
0.1 -1.0 0.9
0.2 1.9 0.4
0.2 0.1 0.6
-0.9 0.2 0.3
1.2 -1.4 -0.3
0.7 2.0 -1.4
0.3 -1.0 -0.8
-1.0 -0.9 0.1
-0.3 -0.9 0.6
0.5 -1.7 -1.3
0.7 0.0 1.2
-0.2 0.2 -0.4
-0.2 0.9 -0.6
-0.3 0.1 -2.5
0.0 -1.3 1.5
-1.2 0.6 0.1
0.4 1.1 1.6
-2.9 1.3 2.2
0.9 0.3 -0.7
0.3 -1.5 -0.7
0.2 0.0 -0.4
-1.8 -1.2 3.0
1.0 -0.3 -0.6
1.5 1.0 -2.8
0.6 0.4 -0.6